Record 1
DFT (ωB97M-V/def2-TZVPD) results for a 2-piece molecular cluster, C6H12N2 overall.

## Properties
E = -345.32013 hartree
Molar mass = 112.18 u
HOMO level = -0.2873 Eh
F_max = 0.018 Eh/bohr
Relative energy (zero: lowest compared OMol25 entry of this formula, charge and spin) = 4.9 kcal/mol
Orbital gap = 8.7 eV
LUMO level = 0.87 eV
Structure (SMILES) = c1cc[nH]c1.CCN

Geometry (Å):
C: 2.761 0.571 -0.882
C: 2.907 1.455 0.217
C: 1.655 1.627 0.781
N: 0.771 0.874 0.053
C: 1.424 0.224 -0.962
H: 3.547 0.218 -1.551
H: 3.827 1.923 0.566
H: 1.324 2.219 1.634
H: -0.233 0.806 0.241
H: 0.888 -0.426 -1.653
C: -1.345 -1.925 0.440
C: -2.131 -0.888 -0.347
N: -2.044 0.414 0.325
H: -0.295 -1.606 0.541
H: -1.368 -2.902 -0.071
H: -1.775 -2.046 1.449
H: -1.683 -0.771 -1.352
H: -3.171 -1.242 -0.481
H: -2.573 1.121 -0.197
H: -2.485 0.355 1.249

=====

Record 2
DFT (ωB97M-V/def2-TZVPD) results for one molecule with the formula C6H12N2.

## Properties
E = -345.24696 hartree
Molar mass = 112.18 u
HOMO level = -0.2932 Eh
F_max = 0.124 Eh/bohr
Relative energy (zero: lowest compared OMol25 entry of this formula, charge and spin) = 50.8 kcal/mol
Orbital gap = 9.0 eV
LUMO level = 1.00 eV
Structure (SMILES) = C=N/C(N)=C(\C)CC

Geometry (Å):
C: -3.039 0.024 -0.461
N: -2.151 -0.505 0.253
C: -0.742 0.302 0.440
N: -0.784 1.673 0.518
C: 0.186 -0.609 0.351
C: 0.194 -2.069 0.117
C: 1.694 0.124 0.500
C: 2.123 0.758 -0.813
H: -2.942 1.009 -0.950
H: -4.014 -0.454 -0.551
H: -0.186 2.061 1.234
H: -1.707 2.084 0.559
H: 0.793 -2.569 0.880
H: -0.827 -2.441 0.139
H: 0.643 -2.294 -0.852
H: 1.697 0.851 1.315
H: 2.357 -0.695 0.776
H: 2.127 0.019 -1.613
H: 1.447 1.561 -1.103
H: 3.131 1.171 -0.738

=====

Record 3
DFT (ωB97M-V/def2-TZVPD) results for a 2-piece molecular cluster, C6H12N2 overall.

## Properties
E = -345.31124 hartree
Molar mass = 112.18 u
HOMO level = -0.3121 Eh
F_max = 0.049 Eh/bohr
Relative energy (zero: lowest compared OMol25 entry of this formula, charge and spin) = 10.4 kcal/mol
Orbital gap = 9.4 eV
LUMO level = 0.89 eV
Structure (SMILES) = Cc1c[nH]cn1.CC

Geometry (Å):
C: -2.743 -0.028 -0.062
C: -1.390 -0.253 -0.652
C: -0.567 -1.303 -0.330
N: 0.482 -1.228 -1.207
C: 0.437 0.040 -1.745
N: -0.753 0.561 -1.552
H: -2.559 0.246 0.982
H: -3.325 -0.945 -0.022
H: -3.338 0.775 -0.483
H: -0.726 -2.097 0.379
H: 1.344 -1.747 -1.239
H: 1.099 0.313 -2.553
C: 2.093 0.301 1.809
C: 1.852 1.544 2.640
H: 3.059 -0.175 2.002
H: 1.335 -0.478 1.882
H: 2.164 0.568 0.750
H: 1.560 1.323 3.659
H: 1.111 2.175 2.149
H: 2.756 2.150 2.739

=====

Record 4
DFT (ωB97M-V/def2-TZVPD) results for one molecule with the formula C6H12N2.

## Properties
E = -345.29573 hartree
Molar mass = 112.18 u
HOMO level = -0.3295 Eh
F_max = 0.018 Eh/bohr
Relative energy (zero: lowest compared OMol25 entry of this formula, charge and spin) = 20.2 kcal/mol
Orbital gap = 10.0 eV
LUMO level = 1.04 eV
Structure (SMILES) = [H]/N=C(/C)[C@@H](N)/C=C\C

Geometry (Å):
H: 1.975 -1.186 -0.936
N: 1.177 -0.993 -1.540
C: 0.409 -0.080 -1.144
C: -0.787 0.256 -1.980
C: 0.602 0.748 0.130
N: 0.819 2.164 -0.139
C: -0.590 0.571 1.028
C: -0.873 -0.534 1.703
C: -0.049 -1.781 1.693
H: -0.716 1.276 -2.356
H: -0.841 -0.426 -2.823
H: -1.691 0.175 -1.379
H: 1.506 0.383 0.639
H: 1.591 2.288 -0.785
H: -0.009 2.580 -0.550
H: -1.246 1.427 1.087
H: -1.770 -0.562 2.305
H: -0.330 -2.438 2.511
H: -0.188 -2.322 0.756
H: 1.011 -1.547 1.781

=====

Record 5
DFT (ωB97M-V/def2-TZVPD) results for one molecule with the formula C6H12N2.

## Properties
E = -345.10679 hartree
Molar mass = 112.18 u
HOMO level (alpha / beta) = -0.2425 / -0.2713 Eh
F_max = 0.045 Eh/bohr
Relative energy (zero: lowest compared OMol25 entry of this formula, charge and spin) = 138.7 kcal/mol
Orbital gap (alpha / beta) = 6.4 / 7.9 eV
LUMO level (alpha / beta) = -0.24 / 0.55 eV

Geometry (Å):
C: 0.445 0.770 0.743
C: -0.926 1.414 0.769
C: -0.636 0.124 -2.489
C: -0.580 -0.952 -1.534
N: 1.142 1.031 1.943
C: -0.450 -1.869 -0.688
C: 0.391 -1.100 0.660
N: 1.626 -1.484 0.839
H: 1.032 1.049 -0.132
H: 2.112 0.714 1.897
H: 0.782 0.611 2.793
H: 1.865 -2.315 0.302
H: -0.614 -2.938 -0.644
H: -0.408 -1.146 1.402
H: -1.563 0.938 1.518
H: -1.410 1.419 -0.204
H: -0.844 2.470 1.040
H: -1.643 0.548 -2.531
H: 0.046 0.935 -2.191
H: -0.369 -0.220 -3.493

=====

Record 6
DFT (ωB97M-V/def2-TZVPD) results for a 2-piece molecular cluster, C6H12N2 overall.

## Properties
E = -345.31682 hartree
Molar mass = 112.18 u
HOMO level = -0.3133 Eh
F_max = 0.037 Eh/bohr
Relative energy (zero: lowest compared OMol25 entry of this formula, charge and spin) = 6.9 kcal/mol
Orbital gap = 9.4 eV
LUMO level = 0.92 eV
Structure (SMILES) = Cc1c[nH]cn1.CC

Geometry (Å):
C: 0.302 -2.249 0.813
C: 0.150 -1.418 -0.390
C: 1.140 -0.744 -1.056
N: 0.569 -0.212 -2.171
C: -0.725 -0.632 -2.193
N: -1.010 -1.318 -1.113
H: -0.403 -3.076 0.791
H: -0.051 -1.644 1.654
H: 1.286 -2.593 1.089
H: 2.123 -0.551 -0.664
H: 1.064 0.117 -2.984
H: -1.550 -0.338 -2.821
C: 0.308 2.102 1.367
C: -1.037 1.560 0.906
H: 0.497 3.129 1.058
H: 0.415 2.027 2.453
H: 1.116 1.540 0.893
H: -1.071 0.488 1.061
H: -1.213 1.843 -0.123
H: -1.910 1.970 1.431